This record from OMol25 describes a molecular structure, C60H44BaF5N11O6PS at a distorted geometry. The level of theory is wB97M-V/def2-TZVPD.

Values from the calculation:
E in eV: -126023.61169
Charge: -1
2S+1: 1
Frontier orbital gap in eV: 4.6
E_HOMO in eV: -4.00

Last column: Löwdin charge in e.
Element x y z (Å)
Ba (0.2994, 0.0422, 0.4415)  2.129
C (-1.5644, -6.3099, 2.4364)  -0.106
C (-0.2970, -6.3513, 3.0105)  -0.095
C (0.4743, -5.2046, 3.1151)  -0.032
C (-0.0507, -4.0198, 2.6299)  -0.110
C (0.4567, -2.6499, 2.5782)  -0.308
N (1.5888, -2.2943, 3.1598)  0.211
C (2.0007, -1.0540, 3.2678)  -0.280
C (3.1690, -0.6815, 4.0573)  -0.086
C (4.1023, -1.4107, 4.7714)  -0.012
C (5.0504, -0.7139, 5.5027)  -0.087
C (5.0603, 0.6774, 5.5284)  -0.088
C (4.1425, 1.4174, 4.8017)  -0.019
C (3.2024, 0.7282, 4.0554)  -0.083
C (2.0731, 1.1319, 3.2362)  -0.263
N (1.7213, 2.4176, 3.0593)  0.194
C (0.6037, 2.8831, 2.4722)  -0.242
N (-0.3152, 2.1411, 1.8653)  0.028
C (-1.3765, 2.9376, 1.5498)  -0.289
N (-2.5487, 2.5704, 1.0957)  0.224
C (-2.9173, 1.3142, 0.9205)  -0.292
N (-2.1833, 0.1981, 1.0761)  0.009
C (-2.9860, -0.8805, 0.9560)  -0.311
N (-2.6963, -2.1430, 1.1969)  0.216
C (-1.5444, -2.5755, 1.6679)  -0.309
N (-0.4400, -1.8590, 1.9613)  0.006
C (-1.3357, -3.9740, 2.0540)  -0.103
C (-2.1003, -5.1228, 1.9557)  -0.034
C (-4.3429, -0.4441, 0.6079)  -0.107
C (-5.5240, -1.1092, 0.3297)  -0.015
C (-6.6514, -0.3497, 0.0576)  -0.089
C (-6.6127, 1.0399, 0.0932)  -0.094
C (-5.4355, 1.7155, 0.3779)  -0.035
C (-4.3005, 0.9623, 0.6113)  -0.120
C (-1.0821, 4.3129, 1.9401)  -0.101
C (-1.7831, 5.5020, 1.8403)  -0.009
C (-1.1987, 6.6436, 2.3622)  -0.080
C (0.0402, 6.5999, 2.9970)  -0.085
C (0.7464, 5.4133, 3.1106)  -0.036
C (0.1876, 4.2746, 2.5520)  -0.097
N (1.4013, 0.0761, 2.7944)  0.025
H (-2.1344, -7.2260, 2.3580)  0.096
H (0.0884, -7.2943, 3.3768)  0.095
H (1.4618, -5.2253, 3.5527)  0.107
H (4.0743, -2.4884, 4.7644)  0.109
H (5.7884, -1.2555, 6.0778)  0.096
H (5.7973, 1.1901, 6.1296)  0.097
H (4.1562, 2.4967, 4.8275)  0.098
H (-3.0824, -5.0902, 1.5107)  0.112
H (-5.5617, -2.1876, 0.3281)  0.108
H (-7.5814, -0.8474, -0.1841)  0.095
H (-7.5150, 1.5983, -0.1078)  0.095
H (-5.3926, 2.7926, 0.4190)  0.111
H (-2.7451, 5.5354, 1.3558)  0.115
H (-1.7136, 7.5903, 2.2750)  0.099
H (0.4559, 7.5104, 3.4056)  0.097
H (1.7047, 5.3788, 3.6088)  0.098
O (3.7030, -0.2378, -2.3352)  0.018
C (3.0675, -0.8037, -1.4271)  -0.605
O (1.9837, -0.4065, -0.9447)  -0.439
C (3.6025, -2.1166, -0.8882)  -0.185
C (4.8181, -2.6434, -1.3117)  0.008
C (5.2364, -3.8540, -0.7869)  -0.063
C (4.4230, -4.4944, 0.1363)  -0.056
C (3.2269, -3.8865, 0.4917)  -0.125
N (2.8246, -2.7355, -0.0076)  0.141
H (5.4027, -2.1048, -2.0376)  0.114
H (6.1772, -4.2924, -1.0911)  0.102
H (4.7083, -5.4429, 0.5683)  0.098
H (2.5596, -4.3426, 1.2116)  0.092
F (-3.6974, 5.1866, -4.6352)  0.073
C (-2.7827, 4.4251, -3.9907)  -0.158
C (-2.2610, 4.8306, -2.7665)  -0.151
F (-2.6609, 6.0056, -2.2367)  0.088
C (-1.3343, 4.0498, -2.1107)  -0.127
F (-0.7838, 4.5035, -0.9574)  0.081
C (-0.9011, 2.7830, -2.5957)  -0.332
O (-0.0875, 2.0392, -1.9785)  -0.136
C (-1.4255, 2.4522, -3.8765)  -0.141
F (-0.9811, 1.3047, -4.4539)  0.072
C (-2.3358, 3.2345, -4.5514)  -0.169
F (-2.7891, 2.8644, -5.7665)  0.092
N (2.5716, 2.0886, -1.7399)  0.063
C (3.2658, 3.3328, -1.4338)  -0.173
P (3.9953, 2.9803, 0.2945)  0.416
O (5.4717, 2.8546, 0.2903)  -0.351
O (3.1661, 1.8348, 0.7971)  -0.339
C (3.5529, 4.5128, 1.2687)  -0.295
N (3.8793, 4.1751, 2.6537)  -0.061
H (2.4797, 1.6489, -0.7881)  0.044
H (3.1197, 1.3359, -2.2426)  0.110
H (1.5915, 2.1517, -2.0833)  0.093
H (2.5548, 4.1600, -1.3937)  0.092
H (4.0384, 3.5627, -2.1680)  0.093
H (2.4974, 4.7772, 1.2047)  0.065
H (4.1575, 5.3403, 0.8803)  0.088
H (4.7040, 3.5774, 2.6267)  0.068
H (2.4913, 3.1091, 3.1821)  0.106
H (4.1269, 5.0092, 3.1786)  0.083
O (-0.7658, -1.3381, -1.0013)  -0.796
S (-0.3806, -1.1037, -2.3969)  0.996
C (0.7481, -2.5108, -2.8560)  -0.230
C (0.1682, -3.8624, -2.6926)  -0.278
C (-0.1207, -4.6519, -3.8021)  -0.058
C (-0.6587, -5.9163, -3.6477)  -0.091
C (-0.9267, -6.4048, -2.3809)  -0.091
C (-0.6374, -5.6286, -1.2698)  -0.056
C (-0.0866, -4.3685, -1.4205)  -0.017
C (-1.8350, -1.7963, -3.3307)  -0.219
C (-2.8633, -0.7604, -3.6325)  -0.273
C (-3.3156, 0.1136, -2.6510)  -0.028
C (-4.2743, 1.0650, -2.9497)  -0.057
C (-4.8010, 1.1498, -4.2279)  -0.090
C (-4.3549, 0.2856, -5.2127)  -0.088
C (-3.3870, -0.6556, -4.9164)  -0.048
H (1.5894, -2.3775, -2.1867)  0.057
H (1.0487, -2.3018, -3.8810)  0.110
H (0.0945, -4.2755, -4.7931)  0.111
H (-0.8635, -6.5216, -4.5195)  0.097
H (-1.3562, -7.3899, -2.2605)  0.097
H (-0.8354, -6.0099, -0.2793)  0.087
H (0.1462, -3.7682, -0.5546)  0.101
H (-2.2282, -2.5676, -2.6669)  0.117
H (-1.4658, -2.2421, -4.2511)  0.090
H (-2.9020, 0.0528, -1.6567)  0.096
H (-4.6104, 1.7467, -2.1824)  0.100
H (-5.5414, 1.9017, -4.4594)  0.106
H (-4.7490, 0.3530, -6.2160)  0.102
H (-3.0237, -1.3173, -5.6894)  0.108